Record 1
88
Properties=species:S:1:pos:R:3 method="wB97M-V/def2-TZVPD" homo_lumo_gap_ev="7.34 / 7.46" spin_multiplicity=2 s_squared=0.753 relative_energy_kj_mol=200.2 e_tot_ha=-7440.960383 homo_ev="-7.3 / -7.3"
I 3.30 -7.59 0.45
Br 3.07 -1.15 -1.15
Ti 0.22 -2.26 -0.31
S -2.26 -0.87 -1.61
S 0.20 -2.07 -2.95
S -1.48 -4.23 -0.72
F 1.99 -2.23 1.56
F -7.79 1.03 -0.92
F -4.71 -2.53 -1.07
F -7.23 -1.66 -0.80
F -0.17 -2.81 1.71
F -3.21 1.94 -1.63
F -5.77 2.81 -1.34
F 0.71 -1.34 3.22
F 1.30 -3.53 3.32
O 0.42 -0.60 0.05
N -0.02 0.53 -5.76
N -2.69 -4.97 1.49
N 1.86 -4.31 -1.75
N 0.11 1.14 -2.29
N 1.42 -3.91 -0.55
N 0.02 0.63 -3.57
N -2.81 -2.71 0.94
N 0.02 -0.71 -5.24
C 2.49 -5.85 -0.36
C 1.86 2.42 1.50
C 1.80 -4.84 0.32
C 0.88 1.48 1.21
C -6.54 0.59 -1.07
C -3.87 -0.32 -1.36
C -5.50 1.50 -1.29
C -6.24 -0.77 -1.01
C -4.20 1.04 -1.43
C 3.18 2.32 1.11
C -1.51 0.63 1.47
C -3.50 -2.29 2.13
C -0.52 1.76 1.75
C -0.02 1.34 -4.74
C -4.94 -1.21 -1.15
C 2.58 0.29 0.01
C 5.35 2.62 2.27
C -0.44 1.91 3.27
C -1.06 3.03 1.09
C -0.03 2.81 -4.81
C -2.39 -3.94 0.68
C 0.06 -0.69 -3.89
C 2.51 -5.48 -1.69
C 3.71 4.49 2.29
C 3.54 1.22 0.33
C 4.85 3.92 0.16
C 4.26 3.34 1.45
C 1.24 0.36 0.43
B 1.02 -2.46 2.54
H -1.17 2.89 0.02
H -0.41 3.89 1.25
H -2.81 -2.23 2.97
H -2.04 3.28 1.50
H 2.91 -5.97 -2.55
H 4.08 4.38 -0.43
H -1.70 0.53 0.41
H 2.95 5.04 1.75
H -2.46 0.87 1.96
H 4.54 1.09 -0.02
H 5.60 4.67 0.40
H -1.43 2.07 3.68
H -3.92 -1.30 1.95
H 5.82 1.84 1.68
H 1.59 -4.77 1.37
H 0.03 -1.52 -5.83
H 1.56 3.28 2.08
H -0.35 2.05 -2.26
H 0.89 3.22 -4.41
H 3.30 4.13 3.23
H -3.12 -4.81 2.39
H 4.90 2.16 3.15
H -4.32 -2.97 2.38
H 6.11 3.33 2.58
H -1.14 -0.31 1.88
H -2.54 -2.01 0.23
H -0.36 0.50 -1.64
H 1.69 -3.75 -2.58
H -0.12 3.10 -5.85
H 5.33 3.15 -0.44
H 0.18 2.76 3.57
H 4.51 5.19 2.53
H -2.26 -5.86 1.30
H -0.02 1.01 3.71
H -0.87 3.24 -4.26

Record 2
73
Properties=species:S:1:pos:R:3 method="wB97M-V/def2-TZVPD" homo_lumo_gap_ev="6.15 / 2.60" spin_multiplicity=3 charge=+2 s_squared=2.033 e_tot_ha=-2356.624592 homo_ev="-13.1 / -13.1"
Mo -0.03 0.87 2.63
P 1.61 -0.45 1.56
P -1.29 -0.86 1.55
F -1.52 1.88 5.11
F -2.79 0.47 4.02
F -1.13 -0.29 5.26
N 2.75 0.80 1.06
N -2.70 -1.81 1.98
N 2.81 -1.72 2.12
N -2.20 0.44 0.70
C -1.07 2.28 -5.42
C 0.94 0.54 -3.90
C -0.43 -1.77 0.22
C -3.97 -3.20 3.22
C 0.35 2.73 -5.01
C 3.69 -1.58 3.20
C -2.06 1.78 1.14
C 3.96 -3.67 2.34
C -2.87 1.76 -1.00
C 1.32 0.64 4.31
C -2.60 0.45 -0.61
C -2.02 0.52 -3.88
C 3.80 0.74 0.15
C 2.61 2.12 1.51
C -4.67 -2.93 2.00
C -1.47 0.72 4.33
C 2.98 -3.00 1.61
C -1.92 1.79 -4.28
C 0.17 -0.30 -4.90
C -2.56 2.60 0.10
C -1.27 -0.65 -4.46
C 3.58 2.88 0.89
C 4.40 -2.77 3.36
C -2.78 -2.50 3.19
C -3.87 -2.06 1.25
C 1.00 1.87 -3.95
C 4.33 2.03 0.02
C 0.99 -1.17 0.00
H 5.14 -2.99 4.11
H 0.31 3.78 -4.68
H 0.64 1.18 5.00
H 0.12 0.25 -5.85
H 1.44 -0.40 4.65
H -1.00 -1.83 -0.72
H -2.57 2.56 -3.86
H 1.68 -1.90 -0.43
H 0.96 -0.31 -0.70
H -3.24 2.06 -1.96
H -1.84 -1.01 -5.34
H 0.71 -1.24 -5.12
H -2.69 3.66 0.16
H 0.99 2.73 -5.91
H -4.04 -1.58 0.31
H -5.62 -3.31 1.72
H -1.98 -2.39 3.92
H 2.39 -3.34 0.78
H 2.29 1.16 4.21
H 1.82 2.37 2.23
H 4.29 -4.68 2.18
H -1.59 3.12 -5.90
H -0.99 1.51 -6.19
H -1.75 2.02 2.17
H 3.71 -0.66 3.76
H 1.56 -0.05 -3.22
H -2.64 -0.48 -1.18
H 5.14 2.32 -0.61
H -4.30 -3.83 4.02
H 3.72 3.93 1.04
H 1.70 2.42 -3.31
H -1.26 -1.49 -3.75
H -2.85 0.22 -3.23
H 4.06 -0.19 -0.32
H -0.38 -2.80 0.61

Record 3
71
Properties=species:S:1:pos:R:3 method="wB97M-V/def2-TZVPD" homo_lumo_gap_ev="5.87 / 5.32" spin_multiplicity=2 charge=+1 s_squared=0.770 relative_energy_kj_mol=40.3 e_tot_ha=-1858.992639 homo_ev="-9.9 / -9.9"
Te -0.68 3.58 1.18
Mo -0.24 -0.33 -0.37
F -0.83 -5.95 -2.44
O -0.93 -1.11 2.17
O -2.66 2.40 -1.59
O -2.48 0.45 1.62
N 1.55 -0.55 1.02
N -1.04 0.85 -1.30
C -0.36 5.17 -1.44
C -0.87 -2.12 -1.07
C 2.12 5.38 -4.33
C 0.63 7.45 2.78
C 2.03 2.45 -0.27
C -0.83 -4.70 -1.99
C -1.72 7.33 3.12
C 1.45 4.95 -3.06
C -1.06 2.16 -3.38
C 2.00 3.93 -2.28
C -0.54 8.06 3.21
C -1.64 5.85 -1.05
C 0.65 6.17 2.24
C -1.76 6.05 2.58
C -0.57 5.48 2.12
C -1.69 1.89 -2.06
C 0.28 5.54 -2.62
C 0.30 -2.66 -1.59
C 0.34 -3.97 -2.06
C 1.96 5.58 1.81
C -1.63 -1.32 3.43
C 0.23 4.17 -0.65
C -3.09 5.34 2.51
C -0.52 9.44 3.80
C -2.04 -2.88 -1.02
C -2.02 -4.18 -1.49
C -1.51 -0.18 1.34
C 1.41 3.55 -1.08
H -3.03 4.31 2.86
H 1.29 1.65 -0.13
H 1.52 6.11 -4.87
H -3.83 5.86 3.12
H -3.46 5.31 1.48
H -0.03 10.14 3.12
H -1.52 9.80 4.00
H -0.17 6.32 -3.22
H 2.91 3.44 -2.60
H 0.04 9.46 4.74
H 2.05 5.55 0.72
H 2.29 4.53 -5.00
H 1.42 0.12 1.78
H -2.03 6.44 -1.88
H -2.63 -1.68 3.23
H 1.53 -1.47 1.45
H -1.62 2.93 -3.89
H 2.79 6.17 2.20
H -2.96 -2.46 -0.63
H -2.39 5.11 -0.77
H 1.23 -4.42 -2.47
H 2.06 4.56 2.18
H 1.57 7.99 2.86
H -2.91 -4.80 -1.48
H -0.03 2.50 -3.21
H -2.64 7.78 3.47
H -1.05 -2.07 3.96
H -1.67 -0.39 3.99
H -1.49 6.52 -0.20
H 2.47 -0.40 0.63
H 2.28 2.78 0.74
H 2.92 2.05 -0.76
H 3.09 5.83 -4.12
H -1.03 1.24 -3.98
H 1.22 -2.07 -1.66

Record 4
71
Properties=species:S:1:pos:R:3 method="wB97M-V/def2-TZVPD" homo_lumo_gap_ev="7.13 / 7.15" spin_multiplicity=2 charge=+2 s_squared=0.759 relative_energy_kj_mol=0.0 e_tot_ha=-2713.333685 homo_ev="-14.7 / -14.7"
Ti -0.54 0.05 0.21
P -2.01 2.06 0.90
F 0.02 0.02 2.42
O -2.28 -0.89 0.36
O -1.48 -0.20 -1.52
O 0.17 -2.60 1.45
N 0.31 -1.90 0.52
N 1.44 -1.01 0.51
C -5.86 1.64 -0.42
C 2.42 0.25 -1.37
C 2.49 -2.22 -1.41
C -3.40 2.42 -1.46
C 0.92 -4.26 -1.32
C 2.13 -1.00 -0.79
C 3.44 -1.11 2.02
C -5.76 2.04 -1.75
C 3.12 -0.40 4.30
C -3.50 2.03 -0.12
C -4.53 2.43 -2.27
C 0.88 2.23 -1.66
C 2.29 -3.67 -0.93
C -4.74 1.63 0.39
C 3.10 -2.13 -2.65
C 1.96 1.97 0.59
C 1.33 -0.33 2.79
C 3.39 -0.92 -3.26
C 1.77 -0.10 4.06
C -2.54 1.83 2.62
C 3.07 0.25 -2.61
C -2.45 -0.78 -0.90
C 2.11 -0.84 1.77
C -1.42 3.77 0.84
C 2.74 -4.02 0.49
C 2.09 1.67 -0.90
C -3.66 -1.27 -1.58
C 3.94 -0.88 3.29
H 4.98 -1.09 3.50
H 3.31 1.20 -3.07
H -1.16 4.06 -0.18
H 0.95 -5.34 -1.18
H -6.82 1.34 -0.02
H 0.90 1.96 -2.71
H 2.16 -3.56 1.29
H -4.45 2.74 -3.30
H -2.22 4.42 1.20
H -0.54 3.89 1.48
H 1.04 1.59 1.06
H 0.08 -3.89 -0.74
H -3.81 -2.32 -1.34
H 0.84 3.32 -1.57
H 2.99 -4.21 -1.56
H 3.37 -3.05 -3.16
H 1.91 3.05 0.73
H -6.64 2.05 -2.38
H -0.07 1.86 -1.24
H -3.58 -1.13 -2.66
H 3.79 -3.76 0.63
H 3.89 -0.90 -4.22
H -2.92 0.82 2.78
H -4.83 1.32 1.42
H -1.69 1.99 3.28
H -3.32 2.55 2.86
H 2.96 2.26 -1.22
H 2.66 -5.10 0.62
H 2.80 1.59 1.17
H -2.45 2.73 -1.87
H 1.12 0.30 4.82
H 0.71 -4.06 -2.37
H -4.52 -0.71 -1.19
H 3.52 -0.24 5.29
H 4.07 -1.49 1.22

Record 5
80
Properties=species:S:1:pos:R:3 method="wB97M-V/def2-TZVPD" homo_lumo_gap_ev="6.08 / 6.07" spin_multiplicity=2 charge=-1 s_squared=1.205 relative_energy_kj_mol=0.0 e_tot_ha=-3642.930285 homo_ev="-3.9 / -3.9"
Mn -0.29 -0.02 -0.95
S -2.16 -1.16 -2.15
O -2.98 -0.32 -2.99
O -3.81 -5.04 -1.76
O -2.12 -0.65 -0.74
O -0.32 1.41 0.84
O 1.65 -0.08 1.75
O -2.66 -2.55 -2.13
O -0.16 -6.58 -1.28
O -0.72 -1.16 -2.60
O -0.94 -1.05 1.69
N -1.50 -4.93 -2.08
N -1.68 2.49 2.29
N -4.45 5.23 -4.60
N 2.44 -1.94 2.74
N 1.02 -2.06 -0.47
N -1.32 1.81 -1.90
C 1.59 5.16 -1.84
C -2.71 -5.68 -2.33
C 1.67 3.24 -0.40
C 1.94 -4.52 -1.48
C 1.62 4.32 -2.94
C -2.33 2.48 -1.32
C 1.66 2.95 -2.78
C 2.32 -2.26 -0.79
C 2.27 -3.24 3.34
C 2.81 -3.46 -1.27
C 1.63 4.61 -0.57
C 3.81 -1.58 2.42
C -2.84 2.50 3.14
C -1.21 1.94 -3.23
C -1.63 0.02 2.29
C 1.44 -1.16 2.26
C -1.29 3.77 1.73
C -1.99 2.77 -3.99
C -2.99 3.55 -3.36
C -3.16 3.35 -1.97
C -0.40 -5.40 -1.49
C 0.19 -3.08 -0.67
C 0.58 -4.31 -1.19
C 1.65 0.92 -1.31
C 1.65 2.37 -1.50
C -3.79 4.45 -4.05
C -1.15 1.36 1.74
C 0.03 -1.72 2.45
H 3.86 -3.56 -1.51
H -0.23 -1.70 3.52
H 1.37 -3.28 3.95
H 2.26 -5.47 -1.86
H 1.71 2.81 0.59
H -2.61 -6.68 -1.88
H -0.44 1.33 -3.69
H -2.86 3.45 3.69
H 1.61 4.74 -3.94
H 1.71 2.31 -3.64
H -3.77 2.42 2.56
H 4.26 -2.33 1.76
H 4.40 -1.49 3.33
H -3.94 3.88 -1.44
H -2.15 4.26 1.26
H -0.90 4.41 2.52
H -2.84 -5.79 -3.42
H 1.57 6.24 -1.97
H 1.64 5.26 0.30
H 2.03 0.40 -2.20
H -1.66 -3.92 -2.17
H 2.97 -1.42 -0.63
H 0.01 -2.76 2.10
H 2.22 -4.04 2.58
H 3.13 -3.44 3.99
H -0.85 -2.91 -0.40
H -2.45 2.31 -0.26
H -1.52 -0.01 3.38
H -2.82 1.69 3.86
H 3.78 -0.62 1.91
H -2.68 -0.11 2.02
H -1.84 2.85 -5.06
H 2.23 0.67 -0.41
H -0.53 3.59 0.98
H -3.68 -4.08 -1.91

Record 6
72
Properties=species:S:1:pos:R:3 method="wB97M-V/def2-TZVPD" homo_lumo_gap_ev=8.04 spin_multiplicity=1 relative_energy_kj_mol=0.0 e_tot_ha=-1662.765795 smiles="COc1ccc(-n2nc(C(=O)NCC(=O)NCCCN3C[C@H](C)C[C@H](C)C3)c3ccccc3c2=O)cc1" homo_ev=-8.2
O 2.20 -3.54 -0.89
O -3.38 -4.34 1.49
O -1.00 3.63 2.13
O 3.09 2.53 0.57
N 1.65 1.71 2.11
N 0.60 4.04 0.58
N 1.41 -1.77 0.31
N -1.82 1.29 -1.09
N 1.51 -0.53 0.76
C -0.29 4.31 -0.52
C -1.05 -4.34 1.33
C 2.47 1.59 1.05
C -4.10 -0.29 -3.65
C -4.04 1.25 -0.10
C -2.22 -2.33 0.76
C -0.46 1.79 -1.05
C 0.16 3.61 1.77
C 5.86 -0.14 -1.22
C 0.15 -3.74 1.05
C 3.57 -1.62 -0.71
C -1.01 -1.71 0.47
C 3.67 -0.30 -0.23
C 4.62 -2.18 -1.44
C 4.84 0.44 -0.50
C -4.62 0.82 -1.45
C -2.33 0.98 -2.41
C -3.56 0.09 -2.28
C -2.25 -3.65 1.19
C 0.17 -2.42 0.61
C -5.06 2.04 0.72
C -2.78 2.07 -0.33
C -4.62 -3.69 1.35
C -0.19 3.21 -1.59
C 2.55 0.20 0.52
C 1.28 3.01 2.64
C 2.37 -2.42 -0.46
C 5.76 -1.44 -1.69
H -4.96 1.70 -1.99
H -2.60 1.89 -2.98
H 0.92 2.89 3.67
H -0.02 5.27 -0.97
H -0.89 3.44 -2.40
H -3.76 0.35 0.46
H 1.07 0.92 2.33
H 6.76 0.44 -1.42
H -3.35 -0.82 -4.23
H -4.80 -3.38 0.32
H -1.29 4.38 -0.11
H 2.16 3.65 2.62
H -2.34 2.34 0.63
H -5.36 2.93 0.18
H 0.82 3.24 -2.01
H -0.13 1.74 -0.01
H -3.26 -0.82 -1.75
H -1.01 -0.69 0.12
H -3.13 -1.76 0.63
H 0.15 1.08 -1.63
H -4.63 2.34 1.67
H -3.06 3.00 -0.86
H -1.55 0.45 -2.96
H 1.58 3.89 0.35
H -4.39 0.60 -4.21
H -5.95 1.44 0.91
H -1.09 -5.37 1.67
H -4.98 -0.93 -3.56
H 4.91 1.45 -0.14
H -5.49 0.17 -1.30
H 4.51 -3.19 -1.80
H -4.70 -2.82 2.02
H -5.37 -4.43 1.64
H 1.07 -4.29 1.16
H 6.57 -1.88 -2.26